(1)
Here is the ion C8H6Cl2FN4O with charge +1 from OMol25. Energies are from ωB97M-V/def2-TZVPD.

Values from the calculation:
SMILES: C#Cn1nnc(CC(=O)F)[n+]1/C(Cl)=C(/C)Cl
Max |F| in eV/A: 4.03
Frontier orbital gap in hartree: 0.313
Lowest unoccupied orbital energy in eV: -5.38

```
! wB97M-V def2-TZVPD RIJCOSX def2/J DEFGRID3
* xyz 1 1
C 0.1418 -0.8166 4.0303
C -0.4459 -0.3071 3.0797
N -1.2398 -0.2917 1.8681
N -2.5739 -0.2470 1.8794
N -2.9169 -0.2845 0.5824
C -1.7609 -0.3534 -0.2354
C -1.8873 -0.4438 -1.7862
C -0.5798 -0.1272 -2.6066
O 0.1724 -1.0501 -2.8315
F -0.2416 1.1155 -3.1336
N -0.6656 -0.3370 0.6525
C 0.7413 -0.3676 0.2654
Cl 1.7432 -1.8661 0.1859
C 1.3203 0.8629 -0.0688
C 2.8008 1.0619 -0.5438
Cl 0.2912 2.3649 0.0450
H 0.6658 -1.2704 4.9236
H -2.3581 -1.4446 -2.0722
H -2.6685 0.3367 -2.0946
H 2.7378 1.5246 -1.5900
H 3.3930 0.1083 -0.6479
H 3.3306 1.8321 0.0983
*
```


(2)
Here is a structure of composition C25H55F10N7O6P2S2 from OMol25. Energies are from ωB97M-V/def2-TZVPD.

Values from the calculation:
Max |F| in eV/A: 4.41
Frontier orbital gap in hartree: 0.328
Lowest unoccupied orbital energy in eV: 0.48

```
! wB97M-V def2-TZVPD RIJCOSX def2/J DEFGRID3
* xyz 0 1
C 4.8931 2.4815 -1.2219
C 4.4925 3.9619 -1.1659
C 4.4681 4.5788 -2.5766
C 3.0802 4.4977 -3.2173
C 2.0140 5.3225 -2.4976
C 0.8174 5.6746 -3.4156
C -0.5035 5.0478 -2.9288
C -1.4615 6.0258 -2.2153
C -1.3089 6.0027 -0.7066
N -1.7319 4.7124 -0.0184
S -1.5008 4.9632 1.6492
O -0.1719 5.4224 1.7867
O -2.5533 5.7204 2.2038
F -1.5420 3.5155 2.1571
S -3.3049 4.1987 -0.3524
O -3.7939 3.4992 0.7896
O -4.1428 5.2249 -0.8657
C -3.0770 2.8476 -1.6125
F -2.8318 3.4112 -2.8039
F -2.0115 2.1337 -1.2555
C -4.3511 1.9667 -1.7421
F -5.4060 2.7833 -1.8898
F -4.4822 1.2062 -0.6438
C -4.2920 0.9960 -2.9569
F -3.1322 0.3135 -2.8745
F -4.3439 1.6664 -4.1112
C -5.4639 -0.0655 -2.9361
F -5.9114 -0.2261 -4.1930
F -5.0205 -1.2479 -2.5046
F -6.4929 0.3371 -2.1838
H 4.3827 1.8802 -0.4728
H 4.7003 2.0645 -2.2094
H 5.9651 2.3656 -1.0540
H 3.5213 4.0719 -0.6878
H 5.2408 4.5020 -0.5859
H 5.1449 4.0063 -3.2152
H 4.8332 5.6083 -2.5593
H 2.8136 3.4354 -3.2212
H 3.1634 4.8193 -4.2575
H 1.6649 4.7962 -1.6108
H 2.4932 6.2544 -2.1847
H 1.0218 5.2442 -4.3953
H 0.7109 6.7525 -3.5268
H -0.3159 4.1773 -2.2985
H -1.0381 4.6939 -3.8091
H -1.1617 7.0334 -2.5091
H -2.4841 5.9095 -2.5605
H -0.2462 6.0966 -0.4986
H -1.7954 6.8424 -0.2105
O 2.3200 0.0286 -1.9748
P 1.7194 -1.2931 -1.7015
N 2.9554 -2.2729 -1.1089
C 2.8395 -3.7162 -1.0279
C 3.6249 -1.7399 0.0724
N 1.3075 -1.8747 -3.2809
C 2.2555 -2.7064 -4.0134
C 0.8226 -0.7920 -4.1299
N 0.3674 -1.9304 -0.8766
C -0.6943 -2.6366 -1.5896
C -0.2227 -0.9555 0.0625
H 2.2182 -4.0458 -0.1835
H 3.8390 -4.1385 -0.9011
H 2.4300 -4.1477 -1.9323
H 3.0170 -1.8604 0.9810
H 3.8412 -0.6812 -0.0629
H 4.5746 -2.2559 0.2238
H 3.2827 -2.3228 -3.9822
H 1.9432 -2.7647 -5.0575
H 2.2556 -3.7319 -3.6531
H 1.6339 -0.1816 -4.5413
H 0.1625 -0.1265 -3.5706
H 0.2414 -1.2144 -4.9535
H -1.2328 -2.0157 -2.3119
H -1.4022 -2.9847 -0.8340
H -0.3062 -3.5141 -2.0978
H -0.7512 -0.1454 -0.4549
H 0.5608 -0.5068 0.6775
H -0.9159 -1.4561 0.7380
O -0.4596 -3.5835 2.7488
P -0.6914 -4.3041 4.0170
N -2.3450 -4.2192 4.3260
C -2.9187 -4.5226 5.6229
C -3.1795 -4.7496 3.2533
N 0.1064 -3.3124 5.1877
C -0.6467 -2.2835 5.8974
C 1.3422 -2.7526 4.6482
N -0.2955 -5.8194 4.7129
C 0.5534 -5.9027 5.9006
C 0.1586 -6.7949 3.7016
H -2.9739 -5.6016 5.8224
H -3.9328 -4.1193 5.6580
H -2.3706 -4.0612 6.4340
H -3.1833 -5.8492 3.2369
H -2.8259 -4.3907 2.2881
H -4.2071 -4.4057 3.3797
H -1.2914 -1.6876 5.2400
H 0.0543 -1.6097 6.3920
H -1.2549 -2.7043 6.6935
H 1.1657 -1.8866 4.0011
H 1.8818 -3.4967 4.0600
H 1.9912 -2.4537 5.4746
H 1.5681 -5.5255 5.7474
H 0.6148 -6.9588 6.1738
H 0.1042 -5.3785 6.7382
H 1.1560 -6.5601 3.3137
H -0.5344 -6.8113 2.8577
H 0.1788 -7.7977 4.1280
*
```


Question: Among the records above, which one has the lowest max |F|?
Answer: C8H6Cl2FN4O